Entry 1:
ORCA calculation (the ωB97M-V functional and the def2-TZVPD basis) on 15 unconnected molecules or ions with the total composition C44H125N7O23.

The calculation puts the energy relative to the best compared isomer or geometry (same formula, charge and spin) at 0.00 kcal/mol. Its spin multiplicity is 2. The molar mass comes out at 1120.5 Da. As for the largest force on an atom: 0.060 Eh/bohr. Its charge is +1.

Geometry (Å):
C 1.04571 -4.10482 -6.60459
C 0.88734 -2.79762 -5.73331
O 0.21116 -2.91160 -4.53000
O 1.88430 -5.03804 -6.06498
H 1.63448 -3.88321 -7.49471
H 0.18275 -4.70425 -6.89457
H 0.26705 -2.15490 -6.35799
H 1.86240 -2.35872 -5.52178
H 0.77528 -3.48109 -4.00175
H 1.35585 -5.59059 -5.48444
C 3.03526 5.19128 -1.32814
C 2.42658 4.11259 -0.43838
O 1.52299 3.27977 -1.07374
O 2.27607 6.39698 -1.27345
H 3.17854 4.84272 -2.35093
H 4.01209 5.55493 -1.00930
H 2.01527 4.36717 0.53841
H 3.21922 3.40832 -0.18576
H 1.53807 2.39658 -0.69778
H 1.47811 6.33832 -1.80392
C 3.74423 -1.62122 2.47229
C 2.43145 -2.38680 2.69069
O 1.97261 -2.18948 4.03173
O 3.45746 -0.21823 2.24172
H 4.27537 -1.96414 1.58439
H 4.47034 -1.72750 3.27825
H 2.60942 -3.44684 2.50969
H 1.66212 -1.93521 2.06436
H 1.97146 -1.24305 4.19254
H 4.31616 0.17069 2.06013
C 5.30745 1.22066 -2.07252
C 5.93927 0.67770 -3.35108
O 5.10843 -0.26898 -4.07678
O 5.51458 0.33047 -0.94863
H 4.23772 1.37025 -2.21874
H 5.77102 2.15116 -1.74485
H 6.88265 0.14364 -3.23739
H 6.10648 1.51495 -4.02869
H 5.46959 -0.51606 -4.93125
H 5.64415 -0.57652 -1.23534
C 0.77398 -5.75048 -1.97472
C -0.25251 -6.38086 -2.97512
O 0.37181 -6.59813 -4.23977
O 1.04773 -4.40437 -2.36323
H 1.70767 -6.31158 -1.93630
H 0.35881 -5.90817 -0.97930
H -1.11762 -5.72518 -3.07392
H -0.64102 -7.26651 -2.47233
H 0.05662 -7.37562 -4.70640
H 0.25515 -3.89739 -2.17245
C 0.99480 1.44211 4.61339
C 2.11354 2.47714 4.49205
O 2.56778 2.71600 5.82611
O 1.54034 0.23957 5.17545
H 0.73402 1.13346 3.60105
H 0.04212 1.74680 5.04657
H 1.78026 3.39546 4.00859
H 2.92239 2.04672 3.90161
H 3.32505 3.30150 5.75317
H 1.71926 0.48367 6.08649
C -1.93891 -4.56680 2.24653
C -0.49358 -4.05513 2.33854
O 0.21438 -4.28087 1.14527
O -2.82754 -3.83413 1.33025
H -2.41422 -4.74933 3.21029
H -1.88215 -5.62525 1.99243
H 0.01433 -4.59493 3.13776
H -0.48317 -2.98944 2.56722
H -0.14598 -3.85271 0.36525
H -3.64163 -4.33043 1.21824
C -5.86047 1.21759 3.10745
C -5.74913 -0.24912 3.52524
O -6.88601 -0.52484 4.34118
O -4.81069 1.60279 2.26114
H -5.75561 1.93240 3.92363
H -6.82227 1.47573 2.66428
H -4.81506 -0.39682 4.06727
H -5.69130 -0.91089 2.66106
H -6.84460 -1.43028 4.65748
H -4.57462 2.48310 2.56269
C -1.82144 5.50791 6.18944
C -0.44827 5.15853 5.54121
C -0.51603 5.29588 4.02678
O -1.29880 4.29061 3.33907
C -1.06862 4.33539 1.88462
N 0.52025 6.13507 6.09220
H -2.08215 6.54884 5.99817
H -1.89361 5.48821 7.27687
H -2.60646 4.87831 5.77058
H -0.19393 4.13032 5.79850
H 0.43553 5.26040 3.49633
H -0.84551 6.30043 3.76142
H -1.35026 5.31948 1.50999
H -1.74058 3.63574 1.38759
H -0.06014 4.08941 1.55215
H 0.75346 5.88309 7.04204
H 1.41188 6.21242 5.62411
C -2.42064 4.99014 -3.60813
C -1.45319 4.36012 -2.62969
C -2.00959 3.05393 -2.14096
O -3.21153 3.42687 -1.43949
C -3.92556 2.34292 -0.77977
N -0.24389 4.38263 -3.34898
H -2.01583 5.89415 -4.06308
H -3.34921 5.35443 -3.16865
H -2.72976 4.34944 -4.43399
H -1.32421 5.00770 -1.76244
H -1.28362 2.59563 -1.46938
H -2.15738 2.31222 -2.92591
H -3.14882 1.97932 -0.10704
H -4.15268 1.54658 -1.48856
H -4.77787 2.71056 -0.20836
H -0.31981 3.66617 -4.05682
H 0.42067 3.91226 -2.75133
C -3.88927 -3.86794 -1.98322
C -2.61719 -3.17362 -2.41527
C -2.83470 -1.62736 -2.84461
O -3.67133 -1.47710 -4.02301
C -3.03394 -1.88339 -5.22342
N -1.65294 -3.19840 -1.28723
H -4.17923 -3.32778 -1.08197
H -3.71924 -4.91116 -1.71697
H -4.76255 -3.72266 -2.61913
H -2.14340 -3.68464 -3.25342
H -1.88694 -1.09213 -2.90262
H -3.29723 -1.10356 -2.00807
H -3.66919 -1.57328 -6.05311
H -2.64819 -2.90020 -5.29687
H -2.13944 -1.32242 -5.49415
H -1.27029 -2.29552 -1.04538
H -2.02175 -3.55030 -0.41532
C -2.63972 1.32864 -6.73125
C -1.42066 2.12680 -6.20298
C -0.37249 1.20328 -5.45063
O 0.84429 1.93379 -5.29775
C 1.99691 1.22546 -4.76755
N -0.80659 2.83479 -7.30789
H -2.32056 0.56950 -7.44535
H -3.40718 1.96669 -7.16943
H -3.09751 0.90487 -5.83741
H -1.85980 2.76760 -5.43837
H -0.12675 0.29093 -5.99406
H -0.77435 0.84544 -4.50270
H 2.54436 0.57411 -5.44882
H 1.78182 0.66929 -3.85513
H 2.66138 1.98463 -4.35493
H -1.01423 3.80363 -7.50373
H 0.16229 2.87663 -7.02572
C 1.22930 -1.46374 -1.17583
C 1.01716 0.06690 -0.81569
C -0.00150 0.19348 0.42106
O -1.12474 -0.58126 0.19755
C -2.04004 -0.63351 1.29355
N 2.28648 0.63854 -0.47737
H 0.36396 -1.76324 -1.76708
H 1.32961 -2.13087 -0.31970
H 2.14382 -1.65662 -1.73668
H 0.63042 0.65326 -1.64918
H -0.23629 1.24828 0.56368
H 0.51703 -0.14382 1.31853
H -2.38104 0.33883 1.64905
H -1.47256 -1.08352 2.10814
H -2.85304 -1.31464 1.04214
H 2.65896 0.13490 0.31491
H 2.97221 0.37970 -1.17227
C 4.15355 -3.69546 -2.30125
C 4.91233 -2.85326 -1.26925
C 5.64336 -3.60181 -0.04539
O 4.61844 -4.38184 0.65861
C 5.16090 -5.02426 1.78535
N 5.87297 -2.08148 -1.99671
H 3.59728 -3.03648 -2.96788
H 3.48992 -4.31033 -1.69329
H 4.81521 -4.36888 -2.84606
H 4.20704 -2.10916 -0.89913
H 6.13242 -2.91616 0.64659
H 6.41814 -4.33365 -0.27392
H 5.52320 -4.24543 2.45635
H 5.93242 -5.73291 1.48427
H 4.45100 -5.67177 2.30002
H 6.64816 -2.67975 -2.24421
H 5.50405 -1.77701 -2.88625
C -3.25428 2.56054 8.47135
C -3.75643 1.74102 7.37331
C -2.66781 0.87590 6.78013
O -3.26839 -0.19226 6.04534
C -2.32758 -0.89444 5.24721
N -4.93687 0.97060 7.87038
H -2.80891 1.94884 9.25593
H -4.01201 3.20536 8.91649
H -2.38483 3.11197 8.11348
H -4.05699 2.46569 6.61660
H -1.89449 0.50250 7.45143
H -2.14978 1.49827 6.05047
H -2.69098 -1.73655 4.65824
H -1.52272 -1.34022 5.83167
H -1.83639 -0.19675 4.56892
H -5.19492 0.30967 7.15157
H -5.75593 1.52304 8.08018

=====

Entry 2:
ORCA calculation (the ωB97M-V functional and the def2-TZVPD basis) on 5 unconnected molecules or ions with the total composition C19H31BN7O9PS.

As for the SMILES: C#Cc1cc2nc(B(N)O)c(C)nc2c(P(CC)CC)c1S.C[N+](=O)[O-].C[N+](=O)[O-].C[N+](=O)[O-].C[N+](=O)[O-]. The calculation puts the energy relative to the best compared isomer or geometry (same formula, charge and spin) at 201.16 kcal/mol. The molar mass comes out at 575.4 Da. As for the largest force on an atom: 0.137 Eh/bohr. Its charge is 0.

Geometry (Å):
C -0.83208 5.17541 1.83030
C -0.77342 3.92158 1.39531
C -0.21930 2.46467 0.95376
C -0.09186 2.08505 -0.56180
C 0.40576 0.65003 -1.10510
N 0.41901 0.49584 -2.55306
C 0.91335 -0.83819 -2.83519
B 1.01318 -1.23608 -4.44238
N -0.26945 -0.99961 -5.22403
O 2.22085 -1.72577 -5.08376
C 1.32411 -1.96067 -1.80435
C 1.87140 -3.43143 -2.26069
N 1.23497 -1.74386 -0.37754
C 0.78903 -0.41045 -0.01239
C 0.67847 -0.09259 1.56352
P 1.05308 -1.30832 2.96033
C -0.50330 -2.40300 3.12270
C -1.08302 -2.85735 1.67274
C 2.50779 -2.45631 2.59362
C 3.97439 -1.81686 2.86177
C 0.17870 1.36151 2.02360
S -0.00068 1.84085 3.81835
H -0.81828 6.26505 2.20853
H -0.37979 2.90079 -1.33826
H -0.40932 -1.73791 -5.93900
H -1.05996 -1.09370 -4.55139
H 1.93303 -2.49902 -5.64125
H 2.56198 -3.77025 -1.38023
H 2.54583 -3.39313 -3.18865
H 1.03063 -4.22245 -2.30960
H -1.31932 -1.71853 3.59634
H -0.31080 -3.30819 3.81986
H -2.08517 -3.43346 1.82273
H -1.33796 -1.93261 1.01344
H -0.35904 -3.51448 1.06662
H 2.53084 -2.92273 1.54290
H 2.41205 -3.35707 3.33416
H 4.60964 -2.67050 3.34737
H 3.96506 -0.94786 3.61147
H 4.55227 -1.55171 1.88120
H 1.00807 1.21315 4.54783
C -5.15305 -0.43749 0.42677
N -4.02360 -1.40217 0.48565
O -3.78873 -1.92880 1.56640
O -3.40990 -1.59879 -0.55554
H -5.60316 -0.36172 1.41642
H -4.74677 0.52415 0.11327
H -5.87424 -0.81405 -0.29647
C 2.56705 4.54913 -2.85653
N 2.07363 5.62610 -1.95819
O 0.90172 5.96008 -2.07269
O 2.88018 6.09936 -1.16864
H 1.74943 4.22490 -3.49952
H 3.38279 4.96340 -3.44916
H 2.91144 3.72806 -2.22736
C -9.42262 0.23528 -0.58204
N -8.02673 -0.12344 -0.94677
O -7.74947 -1.31874 -1.00382
O -7.25558 0.80650 -1.16386
H -9.98986 -0.68053 -0.41930
H -9.38144 0.83091 0.33001
H -9.84213 0.80699 -1.40999
C 6.17601 1.38267 1.34242
N 6.38786 0.68152 2.63596
O 7.49176 0.19098 2.83546
O 5.43854 0.64748 3.40648
H 7.09666 1.33500 0.76181
H 5.36444 0.87379 0.82168
H 5.91509 2.41688 1.56781

=====

Question: The highest largest force on an atom belongs to which entry?
Answer: C19H31BN7O9PS

=====

Question: The lowest charge belongs to which entry?
Answer: C19H31BN7O9PS